Record 1
This record from the Open Molecules 2025 dataset describes a structure of composition C24H22BN8PtTe. The level of theory is ωB97M-V with the def2-TZVPD basis set.

Geometry (Å):
Pt -1.11 0.42 1.73
Te 1.31 -0.05 3.14
N -2.03 -0.70 -0.80
N -3.35 1.46 0.72
N -0.90 -0.21 -0.20
N -3.98 0.38 0.54
N -2.15 -1.39 2.18
N -2.96 -1.90 1.20
N -5.45 -0.46 -0.96
N -4.48 -1.41 -0.87
C -4.84 -2.41 -1.68
C 0.04 -0.11 -1.14
C -6.05 -2.11 -2.28
C -1.15 0.93 7.16
C -1.76 -0.91 -2.11
C -2.89 -3.40 2.83
C -3.42 -3.11 1.60
C 5.03 2.82 4.06
C -6.42 -0.87 -1.79
C -5.26 2.09 -0.31
C -0.46 -0.55 -2.36
C -4.13 2.54 0.26
C -5.30 0.62 -0.01
C 0.23 0.73 7.22
C 5.24 1.57 3.45
C 2.66 2.48 4.13
C 4.17 0.76 3.17
C -1.83 0.88 5.94
C 3.74 3.29 4.36
C 0.26 0.40 4.84
C -1.13 0.59 4.79
C 2.86 1.20 3.53
C -2.10 -2.30 3.15
C 0.95 0.48 6.07
B -3.28 -1.03 0.02
H -6.06 2.67 -0.74
H -2.51 -1.30 -2.78
H -3.05 -4.29 3.42
H -4.22 -3.29 -1.79
H -1.71 1.11 8.07
H -7.30 -0.27 -1.97
H 1.67 2.80 4.41
H -2.89 1.06 5.91
H -6.05 0.53 0.80
H 5.89 3.44 4.28
H -6.60 -2.72 -2.98
H -1.51 -2.13 4.04
H 0.07 -0.61 -3.30
H -1.67 0.52 3.83
H 3.62 4.28 4.78
H 6.25 1.26 3.20
H -4.07 -3.70 0.97
H 0.73 0.77 8.18
H 4.32 -0.21 2.72
H 2.02 0.33 6.12
H 1.03 0.25 -0.89
H -3.75 3.55 0.35

Results
LUMO (alpha / beta)   -14.80 / -14.75 eV
Energy relative to the best compared isomer or geometry (same formula, charge and spin)   0.00 kJ/mol
HOMO level (alpha / beta)   -19.916 / -19.957 eV
2S+1   2
Total charge   +4



Record 2
This record from the Open Molecules 2025 dataset describes a structure of composition C24H22MnN5O8S at a distorted geometry. The level of theory is ωB97M-V with the def2-TZVPD basis set.

Geometry (Å):
Mn 1.11 0.12 -0.18
S -0.49 1.31 1.88
O 0.94 1.26 2.19
O -0.57 3.87 -1.98
O 2.03 -1.17 1.00
O 2.16 -1.69 3.85
O -0.87 2.63 1.41
O -2.32 -1.67 0.82
O -0.18 1.71 -1.48
O 2.02 0.28 -2.30
N 0.61 -1.53 -2.55
N 1.23 3.36 -0.76
N -0.90 0.13 0.86
N 0.86 -1.76 -1.25
N 2.02 2.48 -0.01
C -3.16 -0.95 3.58
C -1.76 1.30 4.51
C 3.08 -0.71 3.41
C -2.21 -0.32 2.78
C -2.73 0.69 5.30
C 1.30 1.32 -6.30
C -1.82 -0.71 1.38
C 0.35 -2.78 -0.65
C -0.35 -0.42 -4.91
C 1.20 -0.42 -2.98
C 1.67 0.87 -5.05
C -1.67 3.45 -2.77
C 1.45 -2.43 2.92
C 0.76 -3.50 3.47
C -0.72 0.03 -6.16
C 0.10 0.90 -6.86
C -0.10 -4.12 1.33
C -1.52 0.79 3.26
C -3.42 -0.43 4.83
C 0.85 -0.01 -4.35
C 0.12 2.87 -1.38
C -0.02 -4.34 2.69
C 0.57 -3.04 0.73
C 1.39 -2.16 1.53
H 3.00 2.68 -0.16
H -1.22 2.17 4.87
H 3.61 -0.41 4.32
H -4.17 -0.89 5.45
H -0.56 -5.15 3.15
H -1.35 2.72 -3.52
H -2.95 1.09 6.28
H -0.70 -4.75 0.71
H 1.94 2.00 -6.84
H -0.98 -1.09 -4.34
H 2.59 1.20 -4.59
H -1.67 -0.28 -6.58
H -2.44 2.99 -2.15
H -0.19 1.24 -7.85
H -2.05 4.35 -3.25
H 0.83 -3.63 4.54
H -3.67 -1.82 3.21
H 1.78 2.46 0.98
H 2.58 0.14 2.95
H -0.33 -3.44 -1.20
H 1.18 4.35 -0.50
H 3.80 -1.14 2.70

Results
LUMO (alpha / beta)   2.53 / 2.53 eV
Energy relative to the best compared isomer or geometry (same formula, charge and spin)   12.79 kJ/mol
HOMO level (alpha / beta)   -3.811 / -3.799 eV
2S+1   2
Total charge   -1



Record 3
This record from the Open Molecules 2025 dataset describes a structure of composition C24H22N4NiO6PS6. The level of theory is ωB97M-V with the def2-TZVPD basis set.

Geometry (Å):
Ni -0.80 0.79 -0.28
S -1.08 2.66 -1.96
S 1.11 4.73 -2.02
S -1.03 -1.37 -2.81
S 1.58 4.70 0.76
S 3.34 6.42 -0.96
S -0.54 2.66 1.38
P 1.84 0.98 -0.68
O -0.34 -0.72 8.32
O -0.04 -2.85 8.30
O -2.96 -0.25 0.88
O 0.09 -0.53 1.49
O 0.42 -2.77 1.44
O -2.03 -1.76 -0.52
N 4.46 0.84 -1.82
N 3.27 -1.27 -1.57
N -0.15 -1.77 7.74
N 2.62 0.31 -3.30
C 0.05 3.68 -1.11
C 2.07 5.34 -0.75
C 2.73 -1.16 -2.88
C 1.56 1.03 -2.51
C 0.23 -1.67 2.00
C -1.30 -0.81 -1.26
C 0.17 -2.94 5.60
C -3.36 -4.58 3.35
C 3.97 0.98 -3.14
C 0.26 3.67 0.24
C -2.64 -4.83 2.19
C -2.88 -2.53 1.55
C -2.62 -1.37 0.63
C -0.17 -0.53 5.61
C 2.29 -0.81 -0.55
C -0.05 -1.74 6.27
C -0.08 -0.52 4.23
C -3.59 -2.27 2.72
C -2.40 -3.80 1.29
C 0.26 -2.90 4.22
C 0.14 -1.70 3.53
C -3.83 -3.30 3.62
C 4.54 -0.58 -1.48
C 3.63 1.57 -0.84
H 2.34 0.33 -4.28
H -1.81 -3.97 0.40
H 4.91 -0.68 -0.46
H 4.65 0.49 -3.85
H -0.17 0.40 3.66
H 3.62 2.63 -1.11
H -3.54 -5.38 4.06
H 4.11 1.50 0.14
H 0.60 0.55 -2.74
H 1.72 -1.56 -2.93
H 0.25 -3.86 6.15
H 3.39 -1.63 -3.62
H 3.84 2.03 -3.40
H 1.53 2.06 -2.85
H 5.25 -1.06 -2.16
H -0.35 0.37 6.18
H 1.39 -1.42 -0.60
H 0.41 -3.80 3.63
H -4.38 -3.10 4.53
H 2.71 -0.99 0.44
H -3.93 -1.26 2.90
H -2.26 -5.82 1.99

Results
LUMO (alpha / beta)   3.61 / 3.62 eV
Energy relative to the best compared isomer or geometry (same formula, charge and spin)   166.02 kJ/mol
HOMO level (alpha / beta)   -0.895 / -0.865 eV
2S+1   2
Total charge   -2



Record 4
This record from the Open Molecules 2025 dataset describes an isolated molecule of C24H22N4O5S at a distorted geometry. The level of theory is ωB97M-V with the def2-TZVPD basis set.

Geometry (Å):
S -1.75 -1.64 3.94
O -2.29 -2.97 4.04
O -5.35 2.25 -0.47
O -1.29 1.33 -2.35
O 0.05 2.01 -4.42
O -1.47 -0.92 5.14
N -1.50 0.52 -0.32
N -3.32 1.75 -1.30
N -0.28 0.19 -0.78
N -0.34 -1.73 3.06
C 3.95 -1.55 3.25
C 4.49 -1.11 2.06
C -2.71 0.73 2.95
C 0.99 0.54 -2.84
C 2.61 -1.33 3.53
C 1.09 1.22 -4.07
C 0.11 2.72 -5.63
C -0.42 -2.51 1.86
C 0.35 -0.46 2.91
C 2.24 1.04 -4.84
C 2.35 -0.24 1.41
C -4.03 -0.51 0.83
C 3.16 -0.45 -3.19
C -4.30 1.69 -0.32
C -2.80 -0.65 2.87
C -3.26 1.50 1.94
C 1.80 -0.67 2.61
C -3.88 0.88 0.86
C 3.69 -0.45 1.14
C -0.16 0.67 -1.99
C 2.03 -0.29 -2.42
C 3.26 0.22 -4.40
C -3.48 -1.27 1.84
C -2.08 1.19 -1.27
H 4.11 -0.11 0.20
H -1.05 -3.37 2.07
H -2.21 1.17 3.79
H 0.95 3.42 -5.65
H 2.34 1.55 -5.78
H -0.11 0.14 2.11
H -3.56 -2.35 1.84
H -3.55 2.27 -2.14
H -4.54 -0.98 0.01
H -0.83 3.28 -5.69
H 5.54 -1.28 1.84
H 0.23 0.06 3.87
H 0.58 -2.85 1.59
H 3.96 -1.10 -2.86
H 4.14 0.10 -5.01
H 0.17 2.04 -6.49
H 2.18 -1.68 4.46
H -3.19 2.57 1.97
H -0.83 -1.93 1.02
H 1.92 -0.81 -1.47
H 1.72 0.26 0.69
H 4.57 -2.07 3.97

Results
SMILES   COc1ccccc1-c1nnc(NC(=O)c2ccc(S(=O)(=O)N(C)Cc3ccccc3)cc2)o1
LUMO   0.10 eV
Energy relative to the best compared isomer or geometry (same formula, charge and spin)   366.10 kJ/mol
HOMO level   -8.712 eV
Total charge   0



Record 5
This record from the Open Molecules 2025 dataset describes a structure of composition C24H22N6O2Sn at a distorted geometry. The level of theory is ωB97M-V with the def2-TZVPD basis set.

Geometry (Å):
Sn 0.49 -0.67 -0.90
O 1.93 0.39 2.42
O -2.52 1.58 -0.54
N -8.18 -0.49 8.02
N -3.00 0.39 3.67
N 1.56 -2.75 0.88
N -2.01 -1.44 -2.22
N 1.20 3.00 -0.35
N -1.55 0.06 2.01
C 1.57 0.75 -2.61
C -4.33 -1.50 -3.41
C -7.29 -0.35 7.28
C -6.18 -0.17 6.37
C -4.74 -1.05 4.61
C 2.90 -1.00 -1.55
C -3.04 -1.45 -2.75
C 2.09 -1.98 -2.16
C 1.36 0.24 1.45
C -2.54 -0.49 2.70
C 2.83 -4.24 2.60
C -5.50 1.06 6.31
C -4.08 0.19 4.56
C -4.45 1.25 5.40
C 0.83 -0.22 -3.31
C 2.59 0.36 -1.72
C -5.80 -1.22 5.51
C -1.50 1.06 -0.59
C 2.13 -3.41 1.65
C -1.34 1.32 2.52
C 1.58 4.08 -0.19
C 2.02 5.45 0.03
C 1.04 -1.59 -3.03
C -2.22 1.53 3.55
H -4.44 -1.87 3.95
H 2.27 -3.04 -1.98
H 2.32 -5.21 2.71
H 3.17 1.14 -1.21
H 0.43 -2.34 -3.52
H -4.27 -1.00 -4.38
H -3.96 2.23 5.36
H 1.39 1.81 -2.79
H 1.32 5.96 0.71
H 3.02 5.43 0.49
H -6.34 -2.17 5.55
H 3.85 -4.40 2.26
H -5.09 -0.99 -2.80
H -0.59 2.01 2.14
H -4.64 -2.54 -3.55
H 2.86 -3.74 3.58
H 2.06 5.98 -0.92
H 0.10 0.09 -4.06
H 3.76 -1.29 -0.95
H -5.79 1.88 6.98
H -2.33 2.39 4.20
H -2.98 -1.47 2.56

Results
LUMO (alpha / beta)   -16.08 / -15.85 eV
HOMO level (alpha / beta)   -19.786 / -19.787 eV
Total charge   +4



Record 6
This record from the Open Molecules 2025 dataset describes a cluster of 2 separate species, C24H23BF6O3S in total at a distorted geometry. The level of theory is ωB97M-V with the def2-TZVPD basis set.

Geometry (Å):
S 1.89 0.60 3.18
F 3.16 -5.01 -0.14
F 5.25 1.13 -0.01
F 6.28 -0.84 0.00
F 0.99 -4.68 -0.08
F 5.38 -0.07 -1.89
F 2.07 -4.36 -1.97
O -2.33 1.00 0.53
O 0.94 0.62 -1.39
O -0.91 2.85 -0.03
C 1.10 0.68 5.88
C 1.23 -0.62 2.15
C -4.09 0.84 -3.02
C 0.18 -1.24 2.82
C -0.34 0.32 -0.94
C 1.81 -0.86 0.87
C 1.42 0.23 -2.71
C 5.21 -0.16 -0.52
C -3.23 1.93 -2.88
C -2.57 2.05 1.51
C -1.50 0.49 -1.92
C -3.68 -0.42 -2.55
C -0.01 -0.81 4.14
C -1.93 1.77 -2.41
C -2.43 -0.58 -1.98
C 0.90 0.15 4.52
C 1.44 -2.07 0.24
C 3.73 -2.25 -0.55
C -5.46 1.02 -3.57
C -1.56 3.18 1.25
C 2.96 -0.19 0.41
C 2.16 -4.21 -0.61
C 3.94 -0.91 -0.22
C 2.47 -2.79 -0.30
B -1.34 1.54 -0.30
H -0.81 -1.16 4.80
H 3.16 0.85 0.64
H 4.51 -2.86 -0.99
H -3.60 2.48 1.43
H 0.54 1.62 5.98
H -2.10 4.13 1.12
H -3.60 2.93 -3.13
H -5.62 2.08 -3.77
H 1.30 -0.85 -2.87
H -6.25 0.66 -2.91
H -5.54 0.47 -4.51
H 0.86 0.77 -3.49
H 0.46 -2.53 0.38
H -1.27 2.64 -2.35
H 2.16 0.82 6.07
H -0.43 -2.02 2.37
H -2.10 -1.54 -1.58
H 2.48 0.48 -2.78
H 0.71 -0.03 6.62
H -0.42 -0.71 -0.52
H -2.36 1.57 2.49
H -4.34 -1.27 -2.58
H -0.84 3.18 2.09

Results
LUMO   -0.27 eV
Energy relative to the best compared isomer or geometry (same formula, charge and spin)   0.00 kJ/mol
HOMO level   -7.839 eV
Total charge   0



Record 7
This record from the Open Molecules 2025 dataset describes a structure of composition C24H23CeClOP at a distorted geometry. The level of theory is ωB97M-V with the def2-TZVPD basis set.

Geometry (Å):
Ce 2.14 1.34 0.56
Cl 0.81 2.01 2.72
P -0.37 -0.41 0.23
O 3.92 2.16 1.15
C -2.20 1.65 0.60
C 0.38 -1.67 2.63
C 0.63 2.25 -1.54
C 0.02 -2.24 -3.45
C -2.95 -0.03 -0.96
C 2.71 3.20 -1.10
C -3.40 2.34 0.46
C 5.16 2.82 1.03
C -0.24 -1.70 -1.08
C 1.63 1.47 -2.19
C -0.70 -1.39 1.77
C 0.08 -3.04 -0.77
C 2.90 1.99 -1.83
C -4.16 0.68 -1.10
C 0.30 -3.97 -1.79
C -1.09 -2.90 4.12
C -2.16 -2.59 3.28
C -4.40 1.85 -0.39
C -0.24 -1.32 -2.43
C 0.27 -3.59 -3.14
C -1.97 0.43 -0.07
C 0.18 -2.42 3.79
C 1.30 3.28 -0.79
C -1.97 -1.83 2.13
H 1.45 0.72 -2.94
H -5.36 2.39 -0.48
H -2.84 -1.57 1.51
H 3.45 3.99 -0.98
H 1.03 -2.65 4.44
H 5.93 2.15 1.44
H 0.17 -3.35 0.27
H 5.15 3.75 1.63
H -2.78 -0.92 -1.55
H -3.16 -2.96 3.54
H -1.23 -3.51 5.03
H 0.43 -4.32 -3.93
H 0.03 -1.92 -4.49
H -0.41 -0.27 -2.70
H -1.41 2.05 1.25
H -4.93 0.30 -1.77
H 0.51 -5.01 -1.54
H 0.85 3.99 -0.10
H 1.38 -1.29 2.41
H 3.86 1.56 -2.10
H 5.30 3.02 -0.06
H -3.57 3.26 1.01
H -0.43 2.24 -1.73

Results
LUMO (alpha / beta)   -0.09 / -0.08 eV
HOMO level (alpha / beta)   -7.917 / -8.229 eV
2S+1   2
Total charge   0



Record 8
This record from the Open Molecules 2025 dataset describes a structure of composition C24H23CuN4S5 at a distorted geometry. The level of theory is ωB97M-V with the def2-TZVPD basis set.

Geometry (Å):
Cu 0.99 0.46 -1.03
S -0.62 0.41 -2.69
S -3.53 -2.86 4.61
S 3.21 0.30 -1.51
S -1.09 -2.16 3.09
S 0.42 -2.26 0.43
N -2.92 -3.50 1.99
N -1.98 -3.33 0.99
N 1.74 1.42 0.96
N 0.63 2.79 -1.33
C 4.87 0.43 2.74
C 3.06 0.88 1.20
C -5.27 -5.23 -0.26
C -0.69 3.20 -0.86
C 0.11 1.78 -3.48
C 1.76 2.89 0.85
C 5.62 -0.09 1.69
C -6.06 -5.54 1.97
C -0.92 -2.67 1.33
C 1.38 3.93 -4.81
C -6.21 -5.76 0.61
C 3.60 0.92 2.48
C 5.09 -0.12 0.41
C 0.78 2.91 -5.54
C 0.16 1.86 -4.88
C 0.71 2.84 -2.75
C -4.21 -4.48 0.21
C -2.63 -2.94 3.20
C 0.75 0.97 1.95
C 3.80 0.36 0.12
C -5.00 -4.79 2.46
C -4.05 -4.25 1.59
C 1.33 3.88 -3.42
C 1.72 3.39 -0.60
H -0.26 1.15 1.56
H 5.67 -0.53 -0.41
H 5.27 0.46 3.75
H -6.77 -5.95 2.67
H 2.67 3.29 1.31
H 1.80 4.68 -2.85
H -4.90 -4.62 3.52
H -3.48 -4.07 -0.47
H -5.36 -5.39 -1.33
H 0.81 2.93 -6.62
H -1.44 2.64 -1.42
H -0.28 1.04 -5.45
H 0.91 3.30 1.40
H 1.66 4.49 -0.57
H -0.81 2.96 0.19
H -7.04 -6.35 0.23
H 6.61 -0.49 1.88
H 3.02 1.33 3.29
H 1.87 4.75 -5.31
H 2.65 3.10 -1.10
H -0.86 4.28 -1.00
H 0.84 1.47 2.92
H 0.85 -0.11 2.08

Results
LUMO   4.26 eV
Energy relative to the best compared isomer or geometry (same formula, charge and spin)   0.00 kJ/mol
HOMO level   -1.123 eV
Total charge   -2



Number 1: E -1776.3863 a.u.. Number 2: E -3352.6900 a.u.. Number 3: E -5837.0012 a.u.. Number 4: E -1921.1547 a.u.. Number 5: E -1619.3714 a.u.. Number 6: E -2176.3072 a.u.. Number 7: E -2280.3123 a.u.. Number 8: E -4778.8903 a.u..